{"formula": "C38H36CsF3N6OSSb", "method": "the ωB97M-V functional and the def2-TZVPD basis", "symbols": ["Cs", "Sb", "S", "F", "F", "F", "O", "N", "N", "N", "N", "N", "N", "C", "C", "C", "C", "C", "C", "C", "C", "C", "C", "C", "C", "C", "C", "C", "C", "C", "C", "C", "C", "C", "C", "C", "C", "C", "C", "C", "C", "C", "C", "C", "C", "C", "C", "C", "C", "C", "C", "H", "H", "H", "H", "H", "H", "H", "H", "H", "H", "H", "H", "H", "H", "H", "H", "H", "H", "H", "H", "H", "H", "H", "H", "H", "H", "H", "H", "H", "H", "H", "H", "H", "H", "H", "H"], "positions_angstrom": [[0.190, -0.486, 0.242], [1.167, 2.718, 2.004], [3.170, 0.316, 0.401], [-2.445, 7.785, 0.886], [0.868, 3.661, 8.224], [7.139, 4.592, 1.599], [-3.903, -2.715, 0.126], [0.045, -1.454, -2.534], [-2.097, -0.105, 1.805], [-0.601, 1.877, -3.028], [-2.082, -1.510, -0.650], [2.058, -0.124, 2.823], [-1.687, 2.608, -0.304], [5.464, 3.292, 2.625], [-2.967, 2.115, -2.338], [-4.077, -1.280, 2.441], [4.934, 4.779, 0.802], [3.598, 4.390, 0.892], [3.107, -0.371, 1.998], [1.149, 3.031, 4.148], [1.085, -1.440, -3.383], [4.129, 2.922, 2.698], [-1.609, 6.746, 1.139], [-3.042, -1.022, 1.545], [-3.174, 0.398, 3.887], [-2.191, -2.320, -1.851], [-2.173, 0.578, 2.952], [-0.572, 6.501, 0.267], [-4.144, -0.559, 3.619], [1.142, -2.198, -4.532], [3.040, -1.488, 4.551], [0.423, 2.299, 6.360], [-0.965, 4.910, 2.502], [5.835, 4.219, 1.675], [-2.954, 2.065, -0.815], [4.134, -1.745, 3.714], [1.583, 4.403, 6.109], [0.528, 2.105, 4.983], [-0.996, -2.245, -2.799], [1.675, 4.183, 4.741], [-1.011, -3.050, -3.945], [-1.922, 1.226, -3.004], [-1.831, 5.970, 2.255], [0.114, 4.614, 1.660], [0.956, 3.451, 6.888], [0.057, -3.024, -4.814], [3.169, 3.468, 1.838], [4.168, -1.204, 2.459], [2.050, -0.681, 4.050], [0.276, 5.428, 0.536], [-3.016, -1.838, 0.226], [-1.870, -3.685, -4.128], [-2.663, 6.195, 2.910], [-1.635, 2.526, 0.705], [1.987, 5.293, 6.573], [5.272, 5.496, 0.065], [-1.602, 3.598, -0.515], [2.007, -2.147, -5.179], [-2.219, 1.021, -4.035], [4.996, -1.386, 1.787], [-3.832, 2.584, -0.416], [6.210, 2.865, 3.283], [0.120, 1.193, 4.568], [1.181, -0.465, 4.662], [0.095, 1.218, -3.362], [-1.144, 4.308, 3.388], [0.055, -3.642, -5.703], [-1.392, 1.311, 3.120], [-3.184, 0.993, 4.791], [-0.356, 2.081, -2.063], [4.948, -2.374, 4.056], [1.058, 5.230, -0.186], [-2.354, -3.378, -1.611], [-0.440, 7.127, -0.605], [2.908, 4.825, 0.184], [-0.053, 1.575, 7.008], [-3.015, 1.022, -0.495], [1.909, -0.786, -3.113], [-3.964, 1.824, -2.683], [-4.795, -2.040, 2.168], [3.844, 2.182, 3.439], [-2.808, 3.148, -2.674], [-3.090, -2.058, -2.432], [-4.948, -0.738, 4.323], [2.964, -1.899, 5.547], [-1.905, 0.267, -2.473], [2.166, 4.931, 4.128]], "lowdin_charge": [1.03, 1.48, 0.30, 0.04, 0.04, 0.03, -0.05, -0.01, -0.04, 0.01, -0.20, -0.08, 0.01, -0.01, -0.20, -0.01, -0.01, -0.11, -0.87, -0.37, -0.15, -0.13, -0.29, -0.20, -0.07, -0.22, -0.16, -0.02, -0.07, -0.08, -0.10, -0.01, -0.13, -0.29, -0.27, -0.10, -0.01, -0.14, -0.27, -0.11, -0.03, -0.29, -0.02, -0.37, -0.29, -0.08, -0.40, -0.13, -0.18, -0.13, -0.56, 0.11, 0.11, 0.01, 0.11, 0.11, 0.07, 0.10, 0.11, 0.09, 0.10, 0.12, 0.06, 0.08, 0.04, 0.09, 0.10, 0.06, 0.10, 0.03, 0.10, 0.08, 0.12, 0.12, 0.07, 0.12, 0.08, 0.11, 0.10, 0.11, 0.10, 0.11, 0.13, 0.10, 0.09, 0.07, 0.11], "orbital_gap_ev": 6.54, "multiplicity": 1, "de_lowest_kcal_mol": 19.00, "lumo_ev": 2.07, "charge": -1}